(1)
Below is a structure of composition C30H80O31S10V, with properties calculated with ωB97M-V/def2-TZVPD.

Geometry as XYZ:
```
152
Properties=species:S:1:pos:R:3
O -0.792 -0.881 -0.543
V 0.068 0.412 -0.369
O -2.851 -0.622 2.613
S -1.784 0.310 2.779
O -0.877 0.518 1.692
O -2.382 1.724 3.134
C -3.608 1.737 3.914
C -3.376 1.877 5.409
C -0.784 -0.073 4.214
H -4.232 0.885 3.666
H -4.128 2.650 3.636
H -2.932 0.969 5.817
H -4.342 2.062 5.883
H -2.780 2.744 5.694
H 0.048 -0.670 3.844
H -1.457 -0.595 4.885
H -0.435 0.905 4.531
O 0.248 0.597 -4.855
S -0.427 1.330 -3.841
O -0.420 0.822 -2.512
O 0.196 2.772 -3.730
C 0.406 3.489 -4.972
C 1.601 4.381 -4.797
C -2.072 1.686 -4.320
H -0.516 4.057 -5.147
H 0.496 2.877 -5.869
H 2.483 3.741 -4.706
H 1.528 5.063 -3.953
H 1.819 4.939 -5.710
H -2.707 0.850 -4.043
H -2.086 1.823 -5.401
H -2.429 2.604 -3.858
O -4.468 1.510 -2.061
S -3.915 1.156 -0.794
O -2.507 1.149 -0.583
O -4.517 2.147 0.293
C -5.814 2.714 0.008
C -6.402 3.192 1.323
C -4.558 -0.390 -0.279
H -6.483 2.027 -0.508
H -5.713 3.583 -0.644
H -7.478 3.341 1.246
H -5.922 4.119 1.637
H -6.265 2.470 2.129
H -3.879 -1.143 -0.680
H -5.565 -0.607 -0.618
H -4.438 -0.441 0.801
O -3.986 -2.824 -2.453
S -2.714 -2.576 -3.045
O -2.231 -1.238 -3.158
O -1.579 -3.345 -2.253
C -1.938 -4.332 -1.257
C -0.636 -4.961 -0.826
C -2.584 -3.383 -4.622
H -2.632 -5.090 -1.619
H -2.393 -3.780 -0.435
H -0.051 -5.300 -1.681
H -0.824 -5.827 -0.190
H -0.035 -4.237 -0.275
H -1.516 -3.545 -4.742
H -2.911 -2.674 -5.379
H -3.165 -4.297 -4.633
O 1.607 -0.823 0.558
S 2.320 -1.631 1.494
O 1.892 -1.764 2.840
O 2.356 -3.041 0.829
C 2.893 -4.158 1.585
C 2.431 -5.411 0.893
C 4.023 -1.181 1.405
H 2.591 -4.146 2.631
H 3.980 -4.069 1.518
H 3.018 -6.296 1.121
H 2.472 -5.250 -0.190
H 1.361 -5.572 1.031
H 4.585 -1.823 2.077
H 4.167 -0.134 1.666
H 4.280 -1.332 0.356
O 3.443 2.877 1.567
S 2.223 2.304 2.011
O 1.329 1.644 1.120
O 2.518 1.209 3.097
C 3.488 1.467 4.150
C 2.805 1.180 5.478
C 1.283 3.464 2.958
H 3.819 2.506 4.104
H 4.362 0.839 3.990
H 1.876 1.747 5.513
H 3.456 1.537 6.278
H 2.664 0.113 5.630
H 1.816 3.695 3.877
H 0.274 3.087 3.099
H 1.261 4.384 2.373
O -0.212 2.668 -0.771
S -0.624 4.026 -0.875
O -1.512 4.454 -1.897
O -1.205 4.426 0.538
C -2.259 5.435 0.559
C -2.711 5.606 1.977
C 0.798 5.067 -0.908
H -3.074 5.115 -0.087
H -1.845 6.356 0.142
H -1.888 5.806 2.660
H -3.246 4.713 2.280
H -3.425 6.431 2.005
H 1.392 4.740 -1.762
H 1.393 4.953 -0.007
H 0.445 6.086 -1.041
O 2.087 1.128 -1.427
S 3.155 1.783 -2.105
O 3.274 1.760 -3.512
O 3.022 3.278 -1.603
C 3.832 4.284 -2.253
C 4.806 4.888 -1.262
C 4.685 1.308 -1.375
H 3.174 5.045 -2.674
H 4.349 3.880 -3.126
H 5.658 5.383 -1.733
H 5.245 4.137 -0.606
H 4.338 5.666 -0.657
H 4.970 0.332 -1.758
H 4.513 1.325 -0.301
H 5.426 2.068 -1.612
O 1.386 -1.596 -2.096
S 2.548 -2.172 -2.653
O 3.844 -1.754 -2.223
O 2.385 -3.721 -2.423
C 3.291 -4.617 -3.089
C 2.648 -5.410 -4.219
C 2.488 -1.968 -4.412
H 3.682 -5.327 -2.357
H 4.178 -4.090 -3.448
H 3.382 -6.095 -4.631
H 2.301 -4.707 -4.981
H 1.739 -5.908 -3.882
H 3.370 -2.379 -4.893
H 2.396 -0.893 -4.560
H 1.605 -2.509 -4.745
O -1.190 -3.179 4.248
S -1.342 -3.468 2.859
O -0.824 -2.568 1.881
O -0.652 -4.868 2.585
C -0.869 -5.919 3.578
C -0.188 -7.168 3.099
C -3.048 -3.816 2.462
H -1.949 -6.058 3.673
H -0.502 -5.552 4.535
H -0.483 -8.018 3.716
H 0.894 -7.113 3.041
H -0.616 -7.433 2.127
H -3.410 -2.882 2.046
H -3.516 -4.161 3.378
H -3.060 -4.617 1.728
```

Results
E_LUMO (spin up / spin down): -4.71 / -4.12 eV
M: 1308.6 Da
Spin multiplicity: 2
HOMO (spin up / spin down): -14.732 / -14.733 eV
DFT total energy: -8448.88695 a.u.
Charge: +2
Frontier orbital gap (spin up / spin down): 10.0 / 10.6 eV


(2)
Below is a structure of composition C30H81MgN7O13, with properties calculated with ωB97M-V/def2-TZVPD.

Geometry as XYZ:
```
132
Properties=species:S:1:pos:R:3
Mg -28.977 2.017 23.975
C -25.723 2.189 25.405
C -26.350 3.159 24.409
O -27.230 2.624 23.490
H -25.240 1.352 24.890
H -26.540 1.739 25.991
H -25.052 2.618 26.150
H -25.525 3.726 23.937
H -26.836 3.933 25.038
C -29.173 3.240 27.504
C -29.699 1.925 26.967
O -30.004 1.980 25.614
H -28.241 3.525 26.997
H -29.079 3.327 28.590
H -29.801 4.115 27.284
H -30.620 1.712 27.534
H -29.016 1.092 27.185
C -30.406 4.767 23.171
O -29.922 3.613 23.278
N -31.141 5.247 24.236
N -30.190 5.623 22.114
H -31.582 6.138 24.137
H -31.301 4.600 24.990
H -29.537 5.324 21.377
H -30.903 6.301 21.931
C -27.161 4.493 19.680
O -28.315 4.716 20.116
N -26.753 4.839 18.392
N -26.218 3.796 20.398
H -25.777 4.806 18.190
H -27.405 5.260 17.763
H -25.350 3.542 19.975
H -26.459 3.572 21.364
C -24.458 -1.636 27.029
C -24.434 -3.032 26.429
O -24.895 -4.019 27.352
H -24.284 -0.953 26.185
H -23.755 -1.428 27.830
H -25.442 -1.336 27.408
H -23.400 -3.248 26.158
H -25.043 -3.043 25.520
H -25.706 -3.652 27.722
C -26.124 1.341 29.385
C -24.645 1.061 29.544
O -24.508 -0.325 29.946
H -26.470 0.845 28.475
H -26.278 2.409 29.196
H -26.744 1.062 30.231
H -24.206 1.699 30.317
H -24.093 1.140 28.601
H -23.801 -0.420 30.587
C -27.440 7.232 24.756
C -27.615 8.189 23.601
O -27.640 9.551 23.949
H -27.677 6.215 24.433
H -28.140 7.426 25.577
H -26.464 7.273 25.235
H -28.464 7.982 22.951
H -26.781 7.988 22.905
H -26.881 9.813 24.473
C -21.875 5.698 21.878
O -23.259 5.420 21.975
C -24.032 6.252 22.808
C -23.785 6.011 24.297
N -22.656 6.729 24.857
C -22.152 6.126 26.093
C -20.732 6.613 26.292
O -19.982 6.138 25.203
C -18.585 6.302 25.373
H -21.382 5.444 22.821
H -21.648 6.727 21.569
H -21.476 5.042 21.105
H -25.092 6.112 22.581
H -23.889 7.309 22.520
H -23.670 4.917 24.355
H -24.679 6.315 24.841
H -21.898 6.795 24.197
H -22.151 5.031 25.968
H -22.822 6.362 26.921
H -20.353 6.209 27.240
H -20.721 7.707 26.345
H -18.082 5.753 24.584
H -18.285 5.901 26.349
H -18.341 7.369 25.362
C -22.930 1.570 22.455
O -21.551 1.847 22.438
C -21.111 2.126 23.752
C -19.628 2.401 23.733
N -18.815 1.289 23.198
C -18.618 0.190 24.171
C -17.649 -0.826 23.582
O -16.330 -0.605 24.050
C -15.493 -1.700 23.760
H -23.230 1.313 21.443
H -23.508 2.434 22.827
H -23.240 0.805 23.184
H -21.328 1.271 24.422
H -21.732 2.899 24.235
H -19.226 2.816 24.660
H -19.416 3.229 23.042
H -19.454 0.919 22.495
H -19.560 -0.379 24.192
H -18.198 0.486 25.128
H -17.613 -0.805 22.481
H -17.938 -1.875 23.754
H -14.502 -1.502 24.164
H -15.403 -1.827 22.670
H -15.871 -2.638 24.189
C -25.352 -5.210 18.247
O -24.347 -4.531 18.954
C -23.333 -3.974 18.161
C -23.775 -2.668 17.517
N -24.059 -1.676 18.564
C -25.099 -0.760 18.172
C -25.514 0.097 19.324
O -26.075 -0.754 20.316
C -26.419 -0.036 21.466
H -25.872 -4.506 17.594
H -26.037 -5.637 18.975
H -24.996 -6.061 17.652
H -22.986 -4.667 17.377
H -22.415 -3.847 18.740
H -24.657 -2.894 16.901
H -23.006 -2.217 16.884
H -24.235 -2.183 19.420
H -25.980 -1.330 17.830
H -24.853 -0.142 17.304
H -26.328 0.805 19.112
H -24.736 0.746 19.747
H -25.574 0.050 22.160
H -27.192 -0.608 21.980
H -26.760 0.989 21.297
```

Results
E_LUMO: -0.03 eV
M: 772.3 Da
Spin multiplicity: 1
HOMO: -8.519 eV
DFT total energy: -2753.06523 a.u.
Charge: 0
Frontier orbital gap: 8.5 eV


(3)
Below is a cluster of 9 separate species, C30H81N3O15 in total, with properties calculated with ωB97M-V/def2-TZVPD.

Geometry as XYZ:
```
129
Properties=species:S:1:pos:R:3
C -13.077 -21.398 -3.276
O -12.666 -20.073 -3.514
C -11.943 -19.867 -4.695
C -11.983 -18.383 -5.107
N -11.267 -18.159 -6.362
C -10.910 -16.709 -6.473
C -10.151 -16.482 -7.781
O -9.611 -15.376 -8.004
C -8.887 -15.366 -9.217
H -13.460 -21.585 -2.277
H -12.256 -22.048 -3.359
H -13.846 -21.739 -4.016
H -12.362 -20.520 -5.483
H -10.967 -20.236 -4.559
H -11.468 -17.899 -4.316
H -12.975 -17.919 -5.120
H -10.362 -18.643 -6.479
H -10.416 -16.419 -5.555
H -11.734 -16.136 -6.392
H -10.878 -16.803 -8.589
H -9.333 -17.251 -7.803
H -8.030 -16.026 -9.020
H -8.378 -14.445 -9.567
H -9.439 -15.724 -10.059
C -0.166 -20.454 -3.788
O -1.292 -20.983 -3.060
C -2.396 -21.397 -3.791
C -3.027 -20.237 -4.651
N -4.355 -20.521 -5.162
C -4.446 -21.766 -5.931
C -5.614 -21.832 -6.856
O -6.180 -22.915 -7.130
C -7.183 -22.855 -8.092
H 0.504 -20.057 -3.098
H -0.447 -19.538 -4.335
H 0.295 -21.146 -4.498
H -3.124 -21.692 -3.026
H -2.132 -22.260 -4.310
H -2.460 -19.962 -5.546
H -3.090 -19.384 -4.023
H -4.651 -19.827 -5.851
H -4.587 -22.594 -5.212
H -3.517 -22.007 -6.389
H -5.332 -21.423 -7.849
H -6.364 -21.080 -6.590
H -7.771 -23.796 -8.034
H -6.806 -22.651 -9.093
H -7.868 -22.136 -7.802
C -2.301 -25.159 -4.290
O -3.310 -25.516 -3.346
C -3.686 -24.374 -2.566
C -4.662 -24.931 -1.568
N -5.111 -23.938 -0.570
C -5.955 -24.572 0.406
C -6.477 -23.569 1.427
O -7.121 -23.813 2.398
C -8.449 -24.152 2.141
H -1.289 -25.027 -3.960
H -2.494 -24.218 -4.697
H -2.213 -25.903 -5.076
H -4.260 -23.586 -3.073
H -2.821 -23.877 -2.099
H -4.249 -25.817 -1.003
H -5.543 -25.312 -2.037
H -5.746 -23.328 -1.079
H -5.458 -25.365 1.014
H -6.876 -25.016 -0.041
H -6.846 -22.706 0.877
H -5.585 -23.076 1.795
H -9.034 -23.254 2.051
H -8.964 -24.568 3.018
H -8.593 -24.816 1.312
O -6.793 -23.843 -4.626
C -8.164 -23.919 -4.610
C -8.792 -22.597 -4.760
O -10.129 -22.694 -5.276
H -6.566 -23.440 -5.505
H -8.529 -24.629 -5.363
H -8.535 -24.312 -3.674
H -8.233 -22.029 -5.513
H -8.733 -22.006 -3.807
H -10.174 -22.005 -5.947
O -11.341 -19.254 -1.182
C -9.994 -19.107 -1.508
C -9.638 -17.722 -1.711
O -8.310 -17.454 -1.658
H -11.487 -20.198 -0.993
H -9.407 -19.603 -0.726
H -9.832 -19.748 -2.415
H -10.053 -17.137 -0.945
H -10.045 -17.239 -2.577
H -7.861 -17.663 -2.506
O -8.959 -22.186 -0.534
C -9.992 -22.849 -1.153
C -11.082 -22.782 -0.187
O -11.588 -21.531 0.079
H -8.238 -22.284 -1.132
H -10.243 -22.275 -2.026
H -9.709 -23.891 -1.425
H -10.886 -23.243 0.796
H -11.850 -23.427 -0.625
H -11.085 -21.176 0.769
C -12.244 -21.354 -8.498
C -10.892 -20.827 -8.511
O -10.285 -20.904 -7.260
H -12.928 -20.752 -7.860
H -12.249 -22.353 -7.990
H -12.734 -21.404 -9.452
H -10.864 -19.772 -8.809
H -10.301 -21.427 -9.233
H -9.395 -20.505 -7.329
C -5.965 -20.548 -1.289
C -6.236 -21.246 -2.476
O -6.807 -22.443 -2.101
H -6.867 -20.092 -0.818
H -5.306 -19.715 -1.495
H -5.462 -21.104 -0.525
H -5.266 -21.354 -2.979
H -6.805 -20.710 -3.181
H -6.750 -22.997 -2.898
C -4.478 -25.569 -6.833
C -3.799 -24.788 -7.787
O -2.487 -24.651 -7.324
H -4.067 -26.553 -6.748
H -5.433 -25.706 -7.253
H -4.604 -24.995 -5.887
H -4.165 -23.747 -7.843
H -3.831 -25.170 -8.821
H -2.019 -24.004 -7.861
```

Results
E_LUMO: -0.32 eV
M: 724.0 Da
Spin multiplicity: 1
Relative energy (zero: lowest compared OMol25 entry of this formula, charge and spin): 533.1 kJ/mol
HOMO: -8.309 eV
Structure (SMILES): COCCNCCOC.COCCNCCOC.COCCNCCOC.OCCO.OCCO.OCCO.CCO.CCO.CCO
DFT total energy: -2484.00999 a.u.
Charge: 0
Frontier orbital gap: 8.0 eV